Here is C3H8O2P as an isolated structure from the Open Molecules 2025 dataset. Energies are from ωB97M-V/def2-TZVPD.

```
! RIJCOSX wB97M-V def2-TZVPD def2/J DEFGRID3
* xyz -1 1
C -0.287 -1.405 -1.106
C 0.408 -0.876 1.825
C 0.299 1.702 -1.074
O -2.264 0.680 0.750
O 0.687 0.126 0.887
P -0.415 0.147 -0.342
H 0.513 -1.329 -1.859
H -1.224 -1.635 -1.612
H 0.109 -1.792 1.295
H -0.419 -0.565 2.467
H 1.310 -1.051 2.421
H -0.394 2.070 -1.827
H 0.417 2.445 -0.291
H 1.259 1.483 -1.534
*
```

## Properties
Frontier orbital gap (eV): 7.5
HOMO (eV): -3.49
Energy (eV): -16621.68452
ΔE to the lowest compared entry with this formula, charge and spin (eV): 5.9791


Here is a 2-piece molecular cluster, C3H8O2P2S2 overall from the Open Molecules 2025 dataset. Energies are from ωB97M-V/def2-TZVPD.

```
! RIJCOSX wB97M-V def2-TZVPD def2/J DEFGRID3
* xyz 0 1
C -1.873 1.628 0.573
C 2.217 -2.196 -0.792
C 0.007 -0.225 -0.772
O -0.381 2.176 -1.598
O 0.621 -0.259 1.915
P -0.348 1.467 -0.153
P 1.644 -0.744 -0.191
S 1.701 2.254 0.447
S 2.883 0.873 -0.492
H -2.192 2.663 0.622
H -1.945 1.118 1.523
H 3.237 -2.462 -0.579
H 1.502 -2.999 -0.838
H -0.731 -0.876 -0.308
H -0.059 -0.236 -1.861
H -0.736 3.066 -1.580
H 1.263 -0.011 2.579
*
```

## Properties
Frontier orbital gap (eV): 7.7
HOMO (eV): -8.29
Energy (eV): -47580.99923
ΔE to the lowest compared entry with this formula, charge and spin (eV): 2.7145